w | Entry from OMol25: a 2-piece molecular cluster, C6H6N5S overall (ωB97M-V with the def2-TZVPD basis set).

Cartesian coordinates (Å):
C (-1.740, 0.545, -0.276)
C (-0.979, 1.127, 0.733)
C (-1.123, -0.161, -1.299)
C (0.394, 1.029, 0.723)
C (0.253, -0.274, -1.335)
C (1.021, 0.348, -0.338)
N (2.081, -2.580, 0.288)
N (1.287, -3.084, -0.315)
N (2.869, -1.823, 0.769)
N (2.364, 0.279, -0.402)
N (3.403, 0.787, -0.274)
S (4.835, 1.168, -0.158)
H (-2.816, 0.644, -0.255)
H (-1.465, 1.663, 1.532)
H (-1.723, -0.631, -2.063)
H (0.994, 1.462, 1.508)
H (0.744, -0.818, -2.126)
H (3.433, -2.115, 1.554)

charge = +1
HOMO energy (alpha / beta) = -13.29 / -13.29 eV
multiplicity = 1

Atomic partial charges in e from the Löwdin method, atoms 1 to 4: C -0.02; C -0.04; C -0.04; C 0.01

---

x | Entry from OMol25: a 2-piece molecular cluster, C6H6N5S overall (ωB97M-V with the def2-TZVPD basis set).

Cartesian coordinates (Å):
C (-2.543, -0.033, -0.154)
C (-1.974, 0.714, 0.811)
C (-1.969, -0.233, -1.391)
C (-0.621, 1.044, 0.691)
C (-0.634, 0.069, -1.543)
C (0.057, 0.741, -0.492)
N (1.791, -1.839, 0.877)
N (0.795, -2.161, 1.238)
N (2.847, -1.328, 0.546)
N (1.410, 0.826, -0.483)
N (2.342, 1.126, 0.098)
S (3.718, 1.425, 0.704)
H (-3.627, -0.214, -0.073)
H (-2.527, 1.033, 1.736)
H (-2.595, -0.795, -2.261)
H (-0.101, 1.650, 1.362)
H (-0.113, -0.193, -2.371)
H (3.744, -1.834, 0.704)

charge = +1
HOMO energy = -13.38 eV
multiplicity = 1

Atomic partial charges in e from the Löwdin method, atoms 1 to 4: C -0.08; C -0.05; C -0.04; C 0.01

---

Result of the stability comparison: w is the most stable of them.

---

w | Entry from OMol25: one molecule with the formula C22H19ClN2O6 (ωB97M-V with the def2-TZVPD basis set).

Cartesian coordinates (Å):
O (-3.041, -1.918, 1.756)
C (-1.931, -1.851, 2.230)
O (-1.578, -2.837, 3.088)
C (-0.950, -0.853, 1.779)
C (-0.942, -0.108, 0.591)
C (-2.178, -0.021, -0.304)
C (-1.983, -0.661, -1.643)
C (-1.333, -1.964, -1.697)
C (-0.847, -2.487, -2.877)
C (-1.263, -1.930, -4.090)
C (-1.990, -0.679, -4.076)
C (-2.457, -0.143, -2.848)
Cl (-3.442, 1.318, -2.929)
O (-0.936, -2.756, -5.110)
C (-0.033, -3.740, -4.563)
O (-0.171, -3.622, -3.145)
C (0.459, 0.342, 0.389)
C (1.083, 1.177, -0.681)
C (2.480, 1.087, -0.932)
C (2.982, 1.916, -1.967)
C (2.224, 2.935, -2.554)
C (0.878, 3.019, -2.368)
C (0.364, 2.120, -1.430)
N (1.070, -0.007, 1.449)
N (0.272, -0.624, 2.374)
C (0.656, -0.898, 3.752)
C (0.752, 0.376, 4.682)
O (-0.138, 1.381, 4.150)
C (0.668, 2.302, 3.563)
C (2.093, 2.089, 3.801)
O (2.124, 0.763, 4.309)
H (-2.492, -3.170, 3.183)
H (-2.413, 1.059, -0.491)
H (-3.004, -0.426, 0.257)
H (-1.201, -2.487, -0.754)
H (-2.318, -0.209, -4.984)
H (0.942, -3.612, -4.870)
H (-0.399, -4.784, -4.885)
H (3.109, 0.398, -0.330)
H (4.102, 1.834, -2.201)
H (2.654, 3.666, -3.272)
H (0.323, 3.852, -2.834)
H (-0.662, 2.404, -1.197)
H (-0.046, -1.597, 4.224)
H (1.714, -1.316, 3.877)
H (0.688, 0.019, 5.716)
H (0.467, 3.286, 4.072)
H (0.527, 2.455, 2.517)
H (2.520, 2.092, 2.740)
H (2.595, 2.807, 4.535)

HOMO energy = -8.03 eV
SMILES string = O=C(O)c1c(Cc2cc3c(cc2Cl)OCO3)c(-c2ccccc2)nn1CC1OCCO1
multiplicity = 1

Atomic partial charges in e from the Löwdin method, atoms 1 to 4: O 0.10; C -0.44; O 0.11; C -0.07

---

x | Entry from OMol25: one molecule with the formula C22H19ClN2O6 (ωB97M-V with the def2-TZVPD basis set).

Cartesian coordinates (Å):
O (2.555, -0.967, 3.796)
C (2.248, -0.219, 2.850)
O (2.820, 0.965, 2.690)
C (1.304, -0.618, 1.794)
C (1.497, -0.689, 0.476)
C (2.630, -0.303, -0.441)
C (2.074, 0.883, -1.311)
C (1.229, 1.880, -0.871)
C (0.776, 2.857, -1.691)
C (0.970, 2.907, -3.011)
C (1.961, 1.949, -3.482)
C (2.455, 0.992, -2.634)
Cl (3.769, -0.070, -3.263)
O (0.424, 4.026, -3.536)
C (-0.139, 4.819, -2.424)
O (0.047, 3.977, -1.277)
C (0.310, -1.385, -0.042)
C (-0.117, -1.528, -1.419)
C (0.733, -2.381, -2.235)
C (0.450, -2.527, -3.637)
C (-0.533, -1.771, -4.206)
C (-1.463, -0.973, -3.366)
C (-1.106, -0.796, -2.008)
N (-0.502, -1.623, 0.948)
N (0.087, -1.245, 2.080)
C (-0.506, -1.414, 3.371)
C (-2.029, -1.710, 3.233)
O (-2.823, -0.492, 2.797)
C (-3.803, -0.106, 3.719)
C (-3.861, -1.294, 4.516)
O (-2.560, -1.861, 4.548)
H (3.394, 1.007, 3.468)
H (3.559, 0.024, 0.030)
H (2.907, -1.090, -1.151)
H (1.028, 1.851, 0.190)
H (2.410, 1.956, -4.428)
H (-1.132, 5.236, -2.627)
H (0.536, 5.704, -2.319)
H (1.617, -2.813, -1.730)
H (1.138, -3.006, -4.414)
H (-0.564, -1.835, -5.309)
H (-2.360, -0.465, -3.666)
H (-1.927, -0.256, -1.403)
H (-0.354, -0.471, 4.040)
H (-0.198, -2.412, 3.763)
H (-2.137, -2.583, 2.534)
H (-4.698, 0.071, 3.177)
H (-3.349, 0.742, 4.289)
H (-4.648, -1.912, 4.037)
H (-4.122, -1.030, 5.555)

HOMO energy = -8.28 eV
SMILES string = O=C(O)c1c(Cc2cc3c(cc2Cl)OCO3)c(-c2ccccc2)nn1CC1OCCO1
multiplicity = 1

Atomic partial charges in e from the Löwdin method, atoms 1 to 4: O 0.09; C -0.44; O 0.15; C -0.09

---

Result of the stability comparison: x is the most stable of them.

---

w | Entry from OMol25: an isolated ion of composition C4H9N2S and charge +1 (ωB97M-V with the def2-TZVPD basis set).

Cartesian coordinates (Å):
C (-1.190, -1.162, 0.916)
N (-1.274, -0.971, -0.361)
C (-0.582, 0.011, -1.158)
C (-0.259, 1.223, -0.412)
C (0.939, 1.473, 0.178)
N (2.057, 0.661, 0.194)
S (2.045, -1.012, -0.170)
H (-0.452, -0.574, 1.414)
H (-1.635, -1.916, 1.399)
H (-1.982, -1.427, -0.899)
H (-1.092, 0.272, -2.192)
H (0.346, -0.355, -1.376)
H (-1.004, 2.110, -0.453)
H (0.992, 2.498, 0.544)
H (2.570, 0.953, 1.015)
H (2.890, -1.029, -1.222)

charge = +1
HOMO energy = -12.67 eV
SMILES string = C=[NH+]C/C=C\NS
multiplicity = 1

Atomic partial charges in e from the Löwdin method, atoms 1 to 4: C 0.22; N 0.08; C -0.24; C -0.14

---

x | Entry from OMol25: an isolated ion of composition C4H9N2S and charge +1 (ωB97M-V with the def2-TZVPD basis set).

Cartesian coordinates (Å):
C (-1.500, 0.092, 0.037)
C (0.002, 0.068, -0.037)
N (0.570, 0.944, 1.091)
C (0.516, 0.641, -1.423)
N (1.192, -0.213, -2.130)
S (1.434, -1.687, -1.427)
C (0.479, -1.456, 0.139)
H (-1.947, -0.179, 1.063)
H (-1.916, -0.537, -0.681)
H (-2.028, 1.094, -0.119)
H (1.525, 1.463, 0.853)
H (0.723, 0.489, 1.989)
H (-0.238, 1.531, 1.378)
H (0.286, 1.567, -1.760)
H (1.218, -1.712, 0.917)
H (-0.314, -2.104, 0.110)

charge = +1
HOMO energy = -12.71 eV
SMILES string = C[C@]1([NH3+])C=NSC1
multiplicity = 1

Atomic partial charges in e from the Löwdin method, atoms 1 to 4: C -0.05; C -0.47; N 0.22; C -0.16

---

Result of the stability comparison: x is the most stable of them.

---

w | Entry from OMol25: one molecule with the formula CH2N4S (ωB97M-V with the def2-TZVPD basis set).

Cartesian coordinates (Å):
C (-0.265, -0.003, -0.232)
N (-0.892, 1.073, -0.862)
N (-2.005, 1.403, -0.340)
N (-2.659, 0.814, 0.508)
N (-2.649, -0.489, 0.488)
S (-1.545, -1.361, -0.342)
H (0.621, -0.173, -0.821)
H (-0.180, 0.220, 0.956)

HOMO energy (alpha / beta) = -9.75 / -9.75 eV
SMILES string = C1N=NN=NS1
multiplicity = 1

Atomic partial charges in e from the Löwdin method, atoms 1 to 4: C -0.49; N -0.03; N -0.10; N -0.11

---

x | Entry from OMol25: one molecule with the formula CH2N4S (ωB97M-V with the def2-TZVPD basis set).

Cartesian coordinates (Å):
S (2.008, 0.013, -0.013)
C (0.291, -0.189, 0.066)
N (-0.502, -1.209, 0.047)
N (-1.763, -0.699, -0.035)
N (-1.741, 0.583, -0.035)
N (-0.456, 0.900, 0.064)
H (2.323, -1.278, -0.063)
H (-0.159, 1.879, -0.031)

HOMO energy = -9.91 eV
SMILES string = Sc1nnn[nH]1
multiplicity = 1

Atomic partial charges in e from the Löwdin method, atoms 1 to 4: S 0.83; C -0.82; N 0.02; N -0.04

---

Result of the stability comparison: x is the most stable of them.